1.
C4H10NOS | wB97M-V/def2-TZVPD

Properties
spin multiplicity	1
total charge	-1
ΔE to the lowest compared entry with this formula, charge and spin	3.560	eV
structure (SMILES)	C[C@H](CS)NC[O-]

Geometry as XYZ:
```
17
C4H10NOS (wB97M-V/def2-TZVPD)
C 1.13820 0.52922 1.35222
C -0.13732 0.56026 0.42091
C -0.98849 -0.76044 0.48181
S -1.09508 -1.40110 2.15942
N 0.26071 0.76481 -0.97481
C 0.20116 -0.10621 -2.37725
O -0.55237 -1.14131 -2.42689
H 0.68517 0.87199 2.28855
H 1.38781 -0.49990 1.60866
H 1.93818 1.14609 0.96076
H -0.80316 1.42011 0.64203
H -1.91813 -0.73234 -0.07772
H -0.32430 -1.41157 -0.09511
H -2.24807 -0.82019 2.53194
H 1.22457 1.06977 -0.97226
H -0.08279 0.77157 -3.02700
H 1.31388 -0.26075 -2.49527
```

***

2.
C4H8NO | wB97M-V/def2-TZVPD

Properties
spin multiplicity	1
total charge	-1
ΔE to the lowest compared entry with this formula, charge and spin	2.245	eV
structure (SMILES)	C[C@@H]1[C@H](C)N1[O-]

Geometry as XYZ:
```
14
C4H8NO (wB97M-V/def2-TZVPD)
C 0.23502 -0.03741 0.97710
C -0.63610 0.88400 0.21601
C 1.24492 -1.19984 0.08979
C -0.47797 0.88493 -1.28054
N -1.12984 -0.43131 0.78959
O -1.91415 -0.48064 1.89246
H 0.75647 0.04822 1.87699
H -0.82793 1.78933 0.64087
H 2.28302 -1.26131 0.49164
H 1.37585 -0.85441 -0.89435
H 0.69784 -2.07181 0.11741
H -1.23723 1.54271 -1.68771
H -0.90003 -0.02168 -1.63891
H 0.53013 1.20922 -1.59034
```

***

3.
C37H41N3O5 | wB97M-V/def2-TZVPD

Properties
spin multiplicity	1
total charge	0
structure (SMILES)	C=Cc1cc(CCN(CC)C(C)=O)c2c(c1)C(=O)c1cccc(COCCOCC)c1C2=O.c1ccncc1.c1ccncc1

Geometry as XYZ:
```
86
C37H41N3O5 (wB97M-V/def2-TZVPD)
C 5.49258 -3.99369 2.44603
C 5.25892 -4.04971 0.99493
C 3.94454 -3.33097 0.46876
C 3.35153 -2.05660 1.12394
C 2.01734 -1.38981 0.60653
C 1.52166 -0.08235 1.37172
C 2.81436 0.91223 1.45957
N 3.31957 1.24720 0.06976
C 4.80512 1.43358 0.15865
C 5.55529 1.62501 -1.26318
C 2.77055 2.55153 -0.39174
C 2.06426 2.65308 -1.84788
O 2.82627 3.65819 0.25612
C 1.28593 -2.03548 -0.59050
C 1.91898 -3.29415 -1.27266
C 3.22088 -3.94442 -0.77013
C 1.15322 -3.89078 -2.52981
O 1.23570 -5.09011 -2.89566
C 0.21875 -2.91536 -3.40994
C -0.10298 -3.13938 -4.90201
C -1.04189 -2.22423 -5.75280
C -1.68929 -1.00121 -5.05214
C -1.35617 -0.78678 -3.54714
C -2.09114 0.47274 -2.83976
O -3.35986 -0.05476 -2.35736
C -3.93573 0.80491 -1.34589
C -5.07800 -0.09397 -0.61087
O -5.74805 0.61179 0.45499
C -7.17734 0.41315 0.31615
C -7.97081 0.48941 1.73760
C -0.43093 -1.68424 -2.69773
C -0.08341 -1.47522 -1.15941
O -0.89371 -0.90905 -0.38089
H 6.16409 -3.16557 2.87039
H 5.04320 -4.73026 3.19475
H 5.98943 -4.61636 0.32977
H 3.91619 -1.62747 2.02130
H 1.19935 -0.26479 2.45289
H 0.71772 0.51674 0.83141
H 3.65303 0.48008 2.11280
H 2.44391 1.85727 2.01415
H 5.08527 2.32215 0.83774
H 5.22837 0.46095 0.61923
H 4.91724 2.08617 -2.08985
H 6.43158 2.35804 -1.07785
H 6.06292 0.65562 -1.63745
H 2.42882 1.80523 -2.52346
H 0.91591 2.65856 -1.71985
H 2.32580 3.66839 -2.31587
H 3.61546 -4.86666 -1.30758
H 0.35941 -4.02903 -5.46687
H -1.30242 -2.40776 -6.84506
H -2.41991 -0.27589 -5.56703
H -2.28023 1.30655 -3.62162
H -1.44358 0.92353 -2.01511
H -3.19819 1.19369 -0.56620
H -4.48005 1.65519 -1.91611
H -4.53399 -1.05146 -0.27077
H -5.78328 -0.42172 -1.46608
H -7.46119 -0.62074 -0.12222
H -7.55950 1.24488 -0.39344
H -7.39585 -0.02135 2.57658
H -8.19265 1.59407 1.90910
H -8.94431 -0.11593 1.59137
N 7.11549 4.63143 0.56013
C 6.19011 5.34951 -0.10244
C 6.48019 6.50004 -0.81939
C 7.79554 6.93930 -0.85523
C 8.76842 6.21728 -0.18017
C 8.38055 5.07844 0.50570
H 5.17552 4.96747 -0.04022
H 5.69646 7.03910 -1.33684
H 8.06017 7.83603 -1.40507
H 9.80465 6.53173 -0.18712
H 9.10582 4.47832 1.04610
N -8.84585 -1.68988 4.10471
C -8.33514 -1.76559 5.34423
C -8.35467 -2.91495 6.11783
C -8.93876 -4.05472 5.58477
C -9.47603 -4.00432 4.30664
C -9.40334 -2.80749 3.61246
H -7.89243 -0.84801 5.71827
H -7.92466 -2.91875 7.11167
H -8.97475 -4.97370 6.15970
H -9.93992 -4.87476 3.85966
H -9.80611 -2.71911 2.60823
```

***

4.
CH5N3S | wB97M-V/def2-TZVPD

Properties
spin multiplicity	1
total charge	0
ΔE to the lowest compared entry with this formula, charge and spin	5.035	eV

Geometry as XYZ:
```
10
CH5N3S (wB97M-V/def2-TZVPD)
C 0.29072 0.36948 -0.00443
H -2.66712 -0.73184 0.93199
H -0.82229 -1.34692 -0.34073
H -1.63367 1.42966 -0.61669
H 0.72274 2.11257 0.64541
H 2.10189 1.55399 0.31517
N -1.90475 -0.38095 -0.16848
N -1.14452 0.70974 0.15784
N 1.04124 1.47977 -0.15972
S 0.91315 -1.11839 0.01775
```

***

5.
C4H5ClN2O | wB97M-V/def2-TZVPD

Properties
spin multiplicity	1
total charge	0
ΔE to the lowest compared entry with this formula, charge and spin	2.783	eV
structure (SMILES)	CC(Cl)=C=O.N=C=N

Geometry as XYZ:
```
13
C4H5ClN2O (wB97M-V/def2-TZVPD)
C -2.12268 -1.59404 0.21166
C 1.23591 -1.52074 -0.35651
C 1.19874 0.89286 0.17321
C 1.89046 -0.38143 -0.13813
N -1.38512 -2.02837 1.11090
N -2.51780 -1.00049 -0.80251
O 0.70918 -2.53723 -0.63400
Cl 3.55705 -0.67550 0.13572
H 1.38018 1.72111 -0.44362
H 0.15907 0.55140 -0.02195
H 1.49795 1.04100 1.15027
H -1.75491 -2.65770 1.81805
H -2.36893 -1.39217 -1.74940
```

***

6.
C3H9N3O2 | wB97M-V/def2-TZVPD

Properties
spin multiplicity	1
total charge	0
ΔE to the lowest compared entry with this formula, charge and spin	9.550	eV

Geometry as XYZ:
```
17
C3H9N3O2 (wB97M-V/def2-TZVPD)
C 2.89056 -0.23708 -0.11344
C -0.89546 0.16597 -0.19724
C -2.99265 -0.24532 0.18339
H 3.14503 -1.37645 -0.10397
H 2.92248 -0.03986 -1.25474
H 3.57491 0.53247 0.24492
H 1.39729 -0.79403 1.33891
H 0.41231 -1.34471 -0.23267
H -3.46833 -0.05663 -0.91826
H -3.70213 -1.07756 0.48130
H -2.70756 0.50166 0.92120
H 0.45755 1.78658 0.42383
N 1.50445 0.11015 0.43088
N 0.47203 -0.39159 -0.55321
N -1.13538 1.34084 -0.03634
O -1.67461 -0.94730 -0.31033
O -0.20047 2.07285 -0.30423
```

***

The evaluated LUMO for the records listed, in turn: 3.1630; 4.3023; -1.6539; 0.1297; 0.6184; 0.4957 eV.
The evaluated max |F| for the records listed, in turn: 2.9; 5.6; 5.5; 7.1; 3.1; 11.6 eV/Å.
The evaluated gap between HOMO and LUMO for the records listed, in turn: 5.8; 5.8; 5.8; 8.4; 9.1; 9.2 eV.